Density functional theory data (ωB97M-V/def2-TZVPD) for a structure of composition C40H31F6N6O5S3TaTe.

The geometry in XYZ format:
```
93
Properties=species:S:1:pos:R:3:forces:R:3
Ta -0.080279 0.771305 -0.426061 0.246 -0.352 -0.363
C -1.893021 -0.797335 3.205009 0.078 -0.020 0.002
C -3.109405 -1.377538 2.826381 -0.079 -0.022 0.011
C -3.376225 -1.536285 1.496349 -0.004 -0.013 0.023
C -2.435893 -1.150735 0.523429 0.040 0.146 0.112
N -1.299129 -0.490019 0.890893 -0.131 -0.025 0.018
C -1.047951 -0.359225 2.231087 -0.029 -0.027 -0.035
N -2.705876 -1.569062 -0.737363 0.126 -0.032 0.049
C -1.820687 -1.550682 -1.672306 -0.085 -0.086 -0.136
N -0.687896 -0.767602 -1.778201 0.153 0.288 0.566
C 0.032460 -1.223311 -2.894038 0.026 -0.113 -0.166
N 1.094947 -0.764181 -3.424417 0.024 0.069 0.010
C 1.609712 0.473835 -3.155820 -0.019 0.148 0.070
C 2.639187 0.901963 -4.003722 -0.025 -0.020 0.033
C 3.085416 2.195420 -3.944346 0.033 0.035 -0.020
C 2.481120 3.080152 -3.046661 0.029 0.016 -0.027
C 1.510034 2.606027 -2.213378 -0.004 0.017 -0.060
N 1.097194 1.308980 -2.221799 0.175 -0.140 0.037
C -0.690162 -2.351683 -3.491976 -0.095 0.035 0.051
C -0.399635 -3.122171 -4.598589 -0.007 -0.035 -0.015
C -1.350952 -4.067628 -4.970768 0.027 0.009 0.011
C -2.538886 -4.221941 -4.256566 -0.025 0.010 0.024
C -2.818259 -3.440931 -3.139118 -0.004 -0.033 -0.017
C -1.868842 -2.503617 -2.784642 0.059 0.096 -0.079
H -1.618724 -0.682871 4.243536 0.008 0.008 0.005
H -3.816464 -1.713021 3.573482 -0.003 -0.002 -0.003
H -4.273893 -2.017747 1.138145 0.006 -0.004 -0.006
H -0.125119 0.129058 2.499451 0.045 -0.019 -0.032
H 3.023321 0.183815 -4.712601 0.001 0.000 -0.001
H 3.873786 2.535379 -4.602428 0.006 -0.004 -0.003
H 2.773222 4.117562 -2.990090 -0.023 0.002 0.011
H 1.036905 3.271227 -1.499684 -0.002 -0.023 -0.001
H 0.523751 -2.994920 -5.146302 0.001 0.005 -0.002
H -1.165764 -4.698808 -5.829359 -0.008 -0.003 -0.003
H -3.254343 -4.967394 -4.576464 0.005 -0.004 -0.005
H -3.735069 -3.557938 -2.577808 0.002 0.006 0.005
F 4.209034 -1.752245 -0.444731 0.026 -0.054 -0.015
C 3.646028 -2.241578 0.638699 -0.142 0.209 0.027
F 3.466019 -3.536555 0.528170 0.006 -0.048 -0.037
F 4.360506 -1.956675 1.709576 -0.001 -0.033 -0.015
S 1.937021 -1.464523 0.866313 -0.187 0.251 -0.215
O 1.555265 -0.956078 -0.478383 -0.195 0.148 0.254
O 1.097982 -2.424183 1.485345 0.026 -0.139 -0.018
N 2.038003 -0.164881 1.774342 0.566 -0.171 0.416
S 2.785103 1.076304 1.165288 -0.141 0.212 -0.288
O 4.079540 0.903828 0.608938 -0.043 -0.006 0.009
O 1.804781 1.798002 0.292183 -0.367 -0.409 0.226
C 2.963711 2.144138 2.661957 -0.056 0.027 -0.062
F 1.758388 2.466328 3.129303 0.015 -0.029 0.013
F 3.603595 3.242981 2.299771 0.007 -0.020 -0.002
F 3.646324 1.490539 3.572431 -0.018 0.011 0.028
Te -2.060151 2.029063 -1.689971 -0.311 0.231 -0.350
C -2.057581 1.239027 -3.645435 0.082 0.167 0.018
C -1.140711 1.740795 -4.564529 0.036 0.015 0.060
C -1.143646 1.260780 -5.864557 -0.063 -0.067 -0.053
C -2.074295 0.302240 -6.248965 0.013 0.019 0.021
C -3.012457 -0.162817 -5.339038 0.047 -0.017 -0.012
C -3.010122 0.308385 -4.032745 -0.102 -0.074 0.100
H -0.436906 2.512148 -4.275439 0.038 0.001 -0.008
H -0.432925 1.644460 -6.584555 0.009 0.009 0.013
H -2.080790 -0.067035 -7.265666 0.004 0.003 -0.002
H -3.750683 -0.893168 -5.642978 -0.007 0.004 0.001
H -3.751538 -0.047309 -3.327248 0.000 -0.026 -0.013
O -0.678911 2.140282 0.994881 0.197 -0.198 -0.201
S -1.739170 3.264271 1.277558 -0.006 -0.033 0.052
C -0.695053 4.633325 1.762582 0.032 0.120 -0.015
C 0.067414 5.147406 0.566036 -0.017 -0.062 0.117
C 1.453526 5.216460 0.625851 0.000 -0.011 -0.064
C 2.168096 5.748265 -0.440150 0.038 0.009 0.050
C 1.500690 6.201623 -1.568386 -0.019 -0.025 0.008
C 0.114847 6.119365 -1.635978 -0.001 0.004 -0.019
C -0.601143 5.597953 -0.569677 0.013 0.032 -0.013
C -2.567608 2.783756 2.829442 0.022 -0.008 0.052
C -1.897175 3.204494 4.101491 -0.050 -0.043 -0.027
C -2.326978 4.363835 4.742669 0.008 0.000 -0.006
C -1.717469 4.779518 5.915885 0.006 -0.001 0.014
C -0.677017 4.036569 6.456959 0.001 0.003 0.003
C -0.251987 2.875003 5.827805 0.002 -0.010 -0.026
C -0.859589 2.460094 4.651755 -0.002 0.000 0.047
H -0.055375 4.277514 2.571456 0.032 0.014 -0.037
H -1.375190 5.383330 2.178548 -0.063 -0.039 -0.035
H 1.974088 4.881128 1.513840 -0.018 0.028 -0.020
H 3.245653 5.826790 -0.377432 0.004 -0.011 0.001
H 2.058057 6.634676 -2.388887 -0.011 0.017 -0.004
H -0.410196 6.484111 -2.508674 0.000 0.001 -0.002
H -1.684166 5.570656 -0.620362 -0.005 -0.020 0.015
H -2.688747 1.702346 2.720686 0.020 0.065 0.012
H -3.555125 3.239752 2.731093 0.003 0.018 -0.058
H -3.154676 4.933798 4.334843 0.004 0.006 -0.001
H -2.061379 5.675298 6.414629 -0.003 0.002 -0.003
H -0.206010 4.356035 7.376581 -0.002 0.001 0.001
H 0.547357 2.287597 6.259308 0.008 -0.007 -0.002
H -0.534165 1.547091 4.170593 0.014 0.018 -0.001
```
Forces are in eV/Å.

Calculated values
Multiplicity: 1
Relative energy (zero: lowest compared OMol25 entry of this formula, charge and spin) in kcal per mole: 0.0
Orbital gap in eV: 6.404
HOMO energy in eV: -13.5
LUMO energy in eV: -7.119
Charge: +2

***

Density functional theory data (ωB97M-V/def2-TZVPD) for a structure of composition C40H31MnN8P2Se2.

The geometry in XYZ format:
```
84
Properties=species:S:1:pos:R:3:forces:R:3
Mn 2.444103 1.390145 0.981473 -2.564 0.554 -0.782
N -0.537173 4.127382 2.451013 0.103 0.282 0.447
C 0.075379 3.275028 1.672476 0.078 -0.139 -0.136
N 1.280175 2.815243 1.933018 0.841 -0.376 0.261
C 1.968046 3.319189 3.041614 0.537 -0.081 0.099
N 3.237714 2.984837 3.218204 -0.576 -0.595 -0.976
N 3.580084 2.264421 2.117007 1.141 -0.330 0.648
C 4.414123 1.258697 2.008991 0.527 0.747 0.096
C 4.817166 0.879026 0.616295 -0.299 0.397 0.544
C 5.942668 0.169652 0.302660 0.533 -0.316 -0.019
C 6.247149 0.032014 -1.048598 0.140 -0.076 -0.112
C 5.398668 0.568988 -2.010375 0.125 -0.038 -0.137
C 4.232328 1.198619 -1.608748 -0.093 0.015 0.099
N 3.957413 1.344951 -0.312155 0.193 -0.276 0.177
C 1.301738 4.173897 3.977150 0.218 -0.109 0.116
C 1.898773 4.611899 5.168156 0.195 -0.077 -0.059
C 1.199076 5.442309 6.005428 -0.055 0.114 0.118
C -0.100970 5.843913 5.671284 -0.061 0.112 0.174
C -0.700169 5.422325 4.504003 -0.245 0.175 -0.001
C 0.015261 4.587274 3.664090 -0.391 -0.050 -0.377
H -1.421431 4.498076 2.150896 -0.323 0.109 -0.002
H -0.426836 2.960945 0.767508 -0.007 -0.062 -0.016
H 4.882645 0.802982 2.870267 0.097 -0.088 0.171
H 6.584299 -0.231990 1.080643 -0.042 0.057 -0.130
H 7.158917 -0.478479 -1.348384 -0.153 0.079 0.042
H 5.635956 0.501242 -3.067562 -0.023 0.002 0.168
H 3.514121 1.608960 -2.308331 0.004 -0.029 0.022
H 2.906556 4.293046 5.405228 -0.086 0.012 -0.024
H 1.652542 5.793862 6.924628 -0.059 -0.035 -0.072
H -0.648945 6.496351 6.342231 0.059 -0.050 -0.065
H -1.705107 5.740392 4.246691 0.074 -0.016 0.034
Se -1.769810 1.652633 -4.384838 0.024 0.021 -0.019
P -1.931195 0.121654 -2.804336 0.124 0.364 -0.006
C -3.428171 0.307731 -1.876793 -0.208 0.078 0.101
C -4.266741 -0.768690 -1.592553 -0.082 0.021 0.115
C -5.452539 -0.544847 -0.903019 0.011 -0.033 0.007
C -5.788169 0.739958 -0.500063 -0.020 0.087 0.019
C -4.940971 1.814661 -0.778959 -0.097 0.025 0.065
C -3.762303 1.603864 -1.470788 -0.197 0.028 0.058
C -1.797769 -1.496452 -3.467081 0.051 -0.329 -0.183
C -0.577682 -2.167659 -3.417051 -0.047 -0.182 -0.159
C -0.462972 -3.406739 -4.029038 0.039 -0.076 -0.006
C -1.553004 -3.956900 -4.697085 0.062 -0.049 -0.008
C -2.760359 -3.268533 -4.772137 -0.028 -0.059 -0.031
C -2.889280 -2.032612 -4.162540 0.058 -0.039 -0.057
C -0.514044 0.581731 -1.796140 -0.116 0.456 -0.473
C 0.204446 0.127878 -0.703493 -0.010 -0.104 0.315
N 1.079049 1.107055 -0.422961 0.404 0.764 -0.639
N 0.954393 2.114737 -1.299937 -0.777 -0.808 0.047
N -0.028953 1.810138 -2.124427 0.568 -0.228 0.549
P 0.292101 -1.294930 0.387445 0.175 -0.009 -0.063
Se 1.504092 -0.540360 2.070284 0.201 0.198 0.066
C -1.297666 -1.830743 0.934861 -0.335 -0.040 0.076
C -2.080090 -2.621336 0.079895 0.020 0.067 0.157
C -3.318623 -3.060820 0.513182 0.015 -0.062 0.009
C -3.777537 -2.712808 1.777983 -0.037 0.002 0.093
C -3.009806 -1.912010 2.616686 -0.038 -0.003 0.024
C -1.763079 -1.467471 2.201572 -0.184 -0.156 -0.104
C 1.163835 -2.620410 -0.410904 0.098 -0.104 -0.191
C 0.840036 -3.955665 -0.170253 0.141 -0.062 0.028
C 1.602428 -4.960320 -0.760695 -0.055 0.071 0.069
C 2.672776 -4.630286 -1.579401 0.069 -0.020 -0.075
C 3.003881 -3.293282 -1.805748 0.039 -0.040 0.011
C 2.258767 -2.288135 -1.215528 -0.001 -0.238 -0.058
H -4.004508 -1.774343 -1.900055 -0.060 0.165 0.009
H -6.119775 -1.375724 -0.691173 0.094 0.130 -0.036
H -6.725055 0.912952 0.022150 0.139 -0.013 -0.079
H -5.223009 2.820848 -0.482744 0.027 -0.157 -0.032
H -3.126654 2.444642 -1.734719 -0.049 -0.072 0.011
H 0.281505 -1.724585 -2.930067 -0.035 -0.009 -0.026
H 0.484366 -3.935401 -3.998914 -0.114 0.035 -0.005
H -1.456988 -4.922856 -5.182098 -0.002 0.102 0.055
H -3.598785 -3.691461 -5.315838 0.112 0.042 0.058
H -3.824916 -1.488333 -4.247194 0.091 -0.034 0.030
H -1.727824 -2.893746 -0.908612 0.054 -0.029 0.024
H -3.925150 -3.687098 -0.132941 0.059 0.045 0.074
H -4.740237 -3.078634 2.117934 0.071 0.044 -0.019
H -3.376147 -1.648268 3.603003 0.040 -0.044 -0.105
H -1.152781 -0.868464 2.863643 -0.015 0.011 0.003
H 0.023941 -4.220602 0.490549 0.003 0.012 -0.063
H 1.364831 -6.000548 -0.567395 0.001 0.107 -0.028
H 3.263122 -5.418544 -2.040383 -0.095 0.141 0.084
H 3.850908 -3.044242 -2.435819 -0.086 -0.026 0.041
H 2.523841 -1.251819 -1.382267 0.010 0.098 -0.042
```
Forces are in eV/Å.

Calculated values
Multiplicity: 4
Relative energy (zero: lowest compared OMol25 entry of this formula, charge and spin) in kcal per mole: 0.0
Orbital gap (spin up / spin down) in eV: 6.263 / 6.639
HOMO energy (spin up / spin down) in eV: -16.2 / -16.0
LUMO energy (spin up / spin down) in eV: -9.919 / -9.378
Charge: +3

***

Density functional theory data (ωB97M-V/def2-TZVPD) for a structure of composition C40H32AsBrCl5InN2O3P.

The geometry in XYZ format:
```
86
Properties=species:S:1:pos:R:3:forces:R:3
In -2.370797 -0.803032 -0.387490 0.166 0.369 -0.660
Cl -2.124242 2.978300 -0.201185 0.227 0.172 -0.033
C -3.673569 2.253697 -0.328221 -0.148 -0.513 -0.067
C -3.794113 0.931214 -0.404146 0.650 -0.385 0.223
C -5.128674 0.290459 -0.490945 -0.008 0.359 -0.279
Cl -5.095688 -0.970982 0.772962 -0.141 -0.296 0.357
C -6.398252 1.212841 -0.504063 -0.341 -0.037 0.201
Cl -7.629741 0.811058 0.732679 0.119 -0.003 -0.121
C -6.091134 2.675916 -0.420874 0.123 0.137 0.019
Cl -7.442175 3.723662 -0.443013 -0.066 0.009 -0.006
C -4.842014 3.153966 -0.349193 -0.185 0.021 -0.022
Cl -4.556678 4.841790 -0.293911 -0.017 0.040 0.012
C 0.336720 -4.457007 -0.564662 -0.028 -0.013 0.078
C -1.038842 -3.899262 -0.332701 0.350 -0.051 0.191
N -2.062244 -4.703267 -0.503206 -0.403 0.252 -0.401
O -1.137928 -2.690066 0.018200 -0.464 0.171 -0.006
H 0.324803 -5.541899 -0.635167 0.046 -0.007 0.000
H 1.020623 -4.147821 0.222795 -0.038 0.024 0.023
H 0.703029 -4.049570 -1.508806 0.006 -0.011 0.007
H -1.901690 -5.642493 -0.826169 0.095 -0.018 0.009
H -2.999817 -4.313725 -0.693069 -0.180 0.036 0.211
Br -6.801570 1.940786 -3.366936 -0.010 -0.151 0.072
C -6.765469 0.634949 -1.920565 0.133 0.071 -0.154
C -8.038614 -0.167643 -2.029502 0.063 -0.014 0.032
N -8.093434 -1.428527 -2.124125 -0.385 0.110 -0.119
C -6.923837 -2.205105 -2.073778 0.277 -0.050 0.013
C -5.697416 -1.692625 -2.001174 0.089 0.246 0.007
C -5.488728 -0.218188 -1.918592 -0.093 -0.261 0.067
C -4.462375 -2.482515 -1.732624 -0.563 -0.555 0.063
O -4.561299 -3.608760 -1.257820 0.511 0.077 -0.242
O -3.330056 -1.855859 -1.954137 0.297 0.098 0.463
H -8.967248 0.396585 -2.062991 0.014 0.019 0.039
H -7.102005 -3.271926 -2.085506 0.119 -0.003 0.027
H -4.735132 0.090390 -2.641580 -0.022 0.151 0.044
C 1.532962 -0.973812 -0.242130 -0.114 0.072 0.142
C 2.913673 -0.307708 -0.164206 -0.153 0.039 -0.009
As 3.498124 0.291403 1.662598 -0.050 -0.029 -0.279
C 4.864312 1.558513 1.083809 0.013 0.037 0.162
C 5.014747 2.707454 1.858463 -0.130 -0.106 0.024
C 6.010591 3.631150 1.575680 0.054 0.022 -0.023
C 6.870881 3.411785 0.510073 -0.028 0.019 0.045
C 6.723049 2.276974 -0.276461 0.030 0.011 -0.034
C 5.723424 1.358766 0.005986 -0.084 -0.086 -0.086
C 4.586165 -1.295310 2.022260 -0.072 -0.022 0.095
C 3.886173 -2.455318 2.354530 -0.045 0.066 -0.043
C 4.555941 -3.640355 2.613454 0.001 -0.051 -0.003
C 5.942600 -3.674683 2.564306 0.014 -0.011 -0.040
C 6.648091 -2.521254 2.258075 0.028 -0.019 0.024
C 5.975169 -1.335358 1.994894 -0.050 0.109 -0.051
P 0.057996 0.133937 -0.185804 0.037 -0.115 -0.170
C 0.269322 1.250846 -1.592889 -0.001 -0.013 0.215
C 1.106495 2.364544 -1.600073 -0.027 -0.005 0.046
C 1.224838 3.125221 -2.752880 0.054 0.100 0.015
C 0.527256 2.777131 -3.900371 -0.047 -0.076 0.005
C -0.297308 1.660524 -3.902183 0.010 0.044 -0.050
C -0.426075 0.901189 -2.751668 0.049 0.027 0.093
C -0.022544 0.843576 1.479886 0.116 -0.019 -0.109
C -0.377593 -0.102442 2.443691 0.015 -0.013 0.015
C -0.390231 0.237111 3.786172 -0.024 0.042 0.046
C -0.069170 1.532097 4.169923 0.014 -0.067 -0.022
C 0.239486 2.483887 3.209924 0.026 0.093 0.049
C 0.266010 2.146226 1.866881 0.084 -0.026 -0.137
H 1.412022 -1.716520 0.549798 -0.109 -0.001 -0.050
H 1.429220 -1.494053 -1.198508 -0.036 -0.070 0.012
H 2.967783 0.532436 -0.857295 0.047 0.077 0.058
H 3.644850 -1.044036 -0.499287 0.021 0.016 -0.026
H 4.340327 2.871147 2.692509 0.066 0.033 0.022
H 6.123182 4.512401 2.193656 -0.012 0.006 -0.013
H 7.657303 4.122783 0.293739 0.000 -0.003 -0.007
H 7.400249 2.101577 -1.102512 -0.032 0.004 -0.023
H 5.619861 0.477697 -0.617764 0.045 -0.018 0.033
H 2.802431 -2.424954 2.427351 -0.002 -0.034 0.024
H 4.000516 -4.535957 2.861731 -0.005 0.010 0.026
H 6.470943 -4.596194 2.769975 -0.002 0.002 0.001
H 7.729778 -2.541804 2.222927 -0.004 0.008 0.025
H 6.536877 -0.438046 1.770331 0.035 -0.015 -0.019
H 1.660449 2.645643 -0.712718 0.031 -0.015 -0.034
H 1.863283 3.998795 -2.755454 0.019 -0.019 0.012
H 0.627137 3.372456 -4.797754 -0.002 0.024 0.013
H -0.843068 1.388651 -4.795699 0.006 -0.022 0.008
H -1.064720 0.021762 -2.762383 -0.030 0.024 -0.072
H -0.629782 -1.118075 2.143927 0.065 -0.010 0.046
H -0.654167 -0.500496 4.532181 0.003 -0.016 -0.020
H -0.061892 1.797445 5.218409 -0.034 0.018 -0.005
H 0.469940 3.497444 3.511010 -0.003 -0.004 -0.017
H 0.512666 2.898486 1.129431 0.020 -0.009 0.037
```
Forces are in eV/Å.

Calculated values
Multiplicity: 1
Relative energy (zero: lowest compared OMol25 entry of this formula, charge and spin) in kcal per mole: 81.9
Orbital gap in eV: 7.505
HOMO energy in eV: -10.8
LUMO energy in eV: -3.325
Charge: +1